The following is a quantum chemistry calculation of a 2-piece molecular cluster, C7H13NOS2 overall at a distorted geometry, from the OMol25 dataset.

Positions of all 24 atoms, in Å:
C  -0.910  0.232  0.213
C  -1.578  1.181  0.824
C  -3.951  -1.283  0.097
C  4.020  -0.113  -0.440
C  0.329  -0.338  0.722
C  2.847  -0.453  0.344
C  1.554  0.158  -0.103
N  -3.696  0.776  -0.890
O  -4.398  -0.861  1.112
S  -3.635  -2.324  -1.015
S  -3.075  1.923  0.225
H  -1.170  -0.216  -0.837
H  -1.350  1.433  1.835
H  -4.679  0.899  -1.097
H  5.058  -0.361  -0.139
H  4.228  0.930  -0.577
H  4.077  -0.278  -1.556
H  0.444  -1.426  0.584
H  0.597  -0.199  1.735
H  2.787  -1.551  0.570
H  3.040  -0.207  1.451
H  1.522  1.260  -0.065
H  1.163  0.024  -1.178
H  -3.226  0.795  -1.815

Properties
SMILES = CCCC/C=C/SN.O=C=S
Relative energy (zero: lowest compared OMol25 entry of this formula, charge and spin) = 1.509 eV
Charge = 0
Molar mass = 191.32 u
HOMO level = -8.27 eV